Record 1
Here is a 9-piece molecular cluster, C50H120N2O23 overall at a distorted geometry from the Open Molecules 2025 dataset. Energies are from the ωB97M-V functional and the def2-TZVPD basis.

Calculated values
Structure (SMILES): COC[C@H](C)N.COC[C@H](C)N.COCCOCCOC.COCCOCCOC.COCCOCCOC.COCCOCCOC.COCCOCCOC.COCCOCCOC.COCCOCCOC
Total charge: 0
HOMO-LUMO gap: 9.725 eV
Molar mass: 1117.5 g/mol
Spin multiplicity: 1
ΔE to the lowest compared entry with this formula, charge and spin: 0.0000 eV

Geometry (Å):
C1 4.73 -3.33 -3.58
O1 5.02 -3.63 -2.25
C2 4.50 -2.70 -1.39
C3 5.19 -1.35 -1.45
O2 4.53 -0.53 -2.38
C4 5.01 0.78 -2.36
C5 3.99 1.69 -3.00
O3 4.62 2.93 -3.24
C6 3.70 3.98 -3.33
H1 4.81 -4.23 -4.19
H2 5.40 -2.58 -4.02
H3 3.71 -2.95 -3.71
H4 4.56 -3.08 -0.37
H5 3.43 -2.56 -1.56
H6 6.25 -1.54 -1.65
H7 5.11 -0.91 -0.45
H8 6.00 0.92 -2.81
H9 5.10 1.08 -1.30
H10 3.16 1.78 -2.29
H11 3.62 1.39 -3.98
H12 3.13 3.94 -4.28
H13 4.26 4.92 -3.43
H14 3.00 4.10 -2.49
C7 -3.78 -1.09 -0.39
O4 -3.60 -2.28 0.30
C8 -4.74 -2.71 1.00
C9 -5.27 -1.77 2.07
O5 -4.36 -1.35 3.07
C10 -4.21 -2.36 4.06
C11 -3.11 -1.91 4.97
O6 -3.04 -2.80 6.03
C12 -1.85 -2.65 6.76
H15 -3.94 -0.23 0.29
H16 -4.69 -1.05 -1.01
H17 -2.89 -0.91 -0.98
H18 -4.53 -3.69 1.43
H19 -5.54 -2.85 0.26
H20 -6.16 -2.19 2.55
H21 -5.57 -0.85 1.56
H22 -3.99 -3.34 3.64
H23 -5.18 -2.37 4.56
H24 -3.34 -0.86 5.24
H25 -2.16 -1.83 4.42
H26 -1.72 -1.59 6.98
H27 -1.02 -3.09 6.21
H28 -2.05 -3.16 7.70
C13 -1.52 4.98 0.06
O7 -2.20 6.02 -0.63
C14 -2.15 7.26 -0.01
C15 -0.80 7.93 -0.07
O8 0.11 7.22 0.70
C16 1.46 7.53 0.37
C17 1.97 6.51 -0.60
O9 2.26 5.30 0.00
C18 3.46 5.33 0.75
H29 -0.43 5.08 0.13
H30 -1.72 4.03 -0.45
H31 -1.95 4.82 1.07
H32 -2.43 7.15 1.06
H33 -2.93 7.87 -0.45
H34 -0.88 8.98 0.21
H35 -0.54 7.90 -1.14
H36 1.96 7.47 1.34
H37 1.64 8.56 0.02
H38 2.84 6.90 -1.16
H39 1.21 6.28 -1.35
H40 3.65 4.36 1.21
H41 3.34 6.01 1.60
H42 4.28 5.58 0.07
C19 5.24 -5.57 0.69
O10 5.08 -4.58 1.65
C20 3.84 -4.60 2.29
C21 3.92 -3.85 3.57
O11 4.32 -2.55 3.45
C22 3.51 -1.76 2.54
C23 4.05 -0.36 2.58
O12 3.76 0.22 1.34
C24 3.95 1.60 1.32
H43 4.93 -5.22 -0.32
H44 4.63 -6.47 0.86
H45 6.27 -5.89 0.60
H46 3.39 -5.59 2.43
H47 3.17 -4.03 1.63
H48 4.64 -4.31 4.24
H49 2.92 -3.92 4.03
H50 2.48 -1.81 2.91
H51 3.55 -2.14 1.51
H52 5.13 -0.37 2.78
H53 3.60 0.23 3.39
H54 4.99 1.86 1.59
H55 3.24 2.10 1.98
H56 3.86 1.97 0.30
C25 -2.17 0.22 -4.06
O13 -3.17 -0.71 -3.82
C26 -2.91 -2.00 -4.37
C27 -3.61 -2.18 -5.67
O14 -3.29 -1.11 -6.48
C28 -3.83 -1.25 -7.77
C29 -3.30 -0.10 -8.62
O15 -3.96 0.09 -9.84
C30 -3.95 -0.99 -10.74
H57 -1.23 -0.04 -3.57
H58 -2.53 1.18 -3.68
H59 -2.07 0.37 -5.14
H60 -3.25 -2.72 -3.62
H61 -1.83 -2.13 -4.49
H62 -4.70 -2.22 -5.53
H63 -3.35 -3.16 -6.11
H64 -4.93 -1.16 -7.69
H65 -3.69 -2.26 -8.20
H66 -2.20 -0.05 -8.70
H67 -3.56 0.78 -8.01
H68 -4.87 -1.01 -11.31
H69 -3.76 -1.94 -10.23
H70 -3.14 -0.86 -11.48
C31 -5.41 1.34 4.67
O16 -6.04 2.07 3.63
C32 -5.24 3.09 3.07
C33 -4.02 2.65 2.33
O17 -3.07 2.11 3.21
C34 -2.05 1.34 2.58
C35 -0.82 1.34 3.42
O18 -0.97 0.46 4.51
C36 0.27 0.15 5.11
H71 -5.24 1.88 5.61
H72 -4.50 0.83 4.36
H73 -6.09 0.53 4.98
H74 -5.04 3.88 3.81
H75 -5.89 3.60 2.35
H76 -3.51 3.48 1.82
H77 -4.33 1.95 1.53
H78 -1.89 1.73 1.56
H79 -2.45 0.32 2.46
H80 -0.53 2.34 3.76
H81 0.00 0.97 2.78
H82 0.78 1.07 5.46
H83 0.96 -0.31 4.40
H84 0.02 -0.40 6.01
C37 -0.01 -4.18 3.41
O19 0.47 -3.52 2.25
C38 -0.52 -2.70 1.63
C39 -0.07 -2.06 0.34
O20 0.99 -1.19 0.63
C40 1.43 -0.48 -0.48
C41 0.72 0.85 -0.68
O21 0.71 1.11 -2.08
C42 0.35 2.45 -2.32
H85 0.07 -3.50 4.27
H86 0.67 -5.01 3.64
H87 -1.01 -4.61 3.30
H88 -0.74 -1.83 2.28
H89 -1.44 -3.28 1.49
H90 -0.93 -1.55 -0.09
H91 0.25 -2.89 -0.32
H92 1.22 -1.07 -1.40
H93 2.51 -0.40 -0.57
H94 1.25 1.64 -0.13
H95 -0.30 0.81 -0.24
H96 0.27 2.60 -3.39
H97 1.05 3.17 -1.88
H98 -0.64 2.64 -1.88
C43 2.25 -6.06 8.84
C44 2.61 -6.03 7.36
C45 1.64 -6.85 6.55
O22 2.07 -6.80 5.21
C46 1.20 -7.53 4.35
N1 2.60 -4.62 6.92
H99 2.97 -5.48 9.43
H100 2.40 -7.07 9.24
H101 1.24 -5.76 9.10
H102 3.63 -6.41 7.23
H103 0.63 -6.41 6.62
H104 1.61 -7.90 6.87
H105 1.63 -7.51 3.34
H106 0.21 -7.06 4.25
H107 1.09 -8.58 4.66
H108 1.69 -4.19 7.01
H109 2.90 -4.54 5.95
C47 -0.08 3.16 -7.38
C48 -1.54 3.61 -7.16
C49 -1.72 3.96 -5.70
O23 -0.82 4.92 -5.28
C50 -1.22 5.69 -4.18
N2 -1.83 4.85 -7.99
H110 0.25 2.83 -8.37
H111 0.17 2.34 -6.68
H112 0.59 3.97 -7.08
H113 -2.24 2.84 -7.50
H114 -1.68 3.02 -5.12
H115 -2.76 4.33 -5.67
H116 -1.28 5.03 -3.30
H117 -2.16 6.25 -4.29
H118 -0.41 6.37 -3.92
H119 -1.17 5.57 -7.70
H120 -1.60 4.66 -8.96

Record 2
Here is a 10-piece molecular cluster, C53H46N2O35 overall at a distorted geometry from the Open Molecules 2025 dataset. Energies are from the ωB97M-V functional and the def2-TZVPD basis.

Calculated values
Total charge: +1
HOMO-LUMO gap (alpha / beta): 4.870 / 2.402 eV
Molar mass: 1270.9 g/mol
Spin multiplicity: 2
<S²>: 0.77

Geometry (Å):
C1 -1.11 0.44 -0.01
N1 -0.92 -0.33 -1.27
O1 -0.73 0.36 -2.28
O2 -0.67 -1.51 -1.23
H1 -0.20 0.26 0.57
H2 -1.95 -0.03 0.50
H3 -1.36 1.47 -0.28
C2 -3.70 0.75 2.86
C3 -2.48 0.42 3.74
C4 -1.53 -0.72 3.05
O3 -0.81 -1.49 4.01
C5 -1.77 -2.21 4.91
N2 -1.72 1.58 4.27
H4 -4.23 1.67 3.10
H5 -4.39 -0.08 3.02
H6 -3.42 0.77 1.81
H7 -3.08 0.01 4.55
H8 -0.71 -0.21 2.55
H9 -2.12 -1.43 2.47
H10 -1.33 -3.15 5.26
H11 -2.63 -2.55 4.35
H12 -2.05 -1.68 5.82
H13 -1.07 2.08 3.68
H14 -1.10 1.17 4.95
C6 -2.89 2.76 -2.40
C7 -3.76 2.19 -1.52
C8 -4.27 2.92 -0.36
O4 -5.09 2.59 0.46
C9 -3.67 4.28 -0.28
C10 -2.79 4.79 -1.17
C11 -2.37 4.11 -2.43
O5 -1.71 4.65 -3.30
O6 -2.22 6.03 -1.06
O7 -4.27 0.96 -1.74
H15 -2.68 2.17 -3.28
H16 -4.02 4.94 0.50
H17 -1.94 6.40 -1.90
H18 -3.83 0.53 -2.47
C12 2.11 -2.79 1.87
C13 2.66 -2.27 0.79
C14 3.63 -3.05 -0.12
O8 4.11 -2.66 -1.19
C15 4.08 -4.34 0.48
C16 3.47 -4.86 1.63
C17 2.37 -4.13 2.40
O9 1.68 -4.57 3.31
O10 3.86 -6.01 2.12
O11 2.34 -1.03 0.30
H19 1.35 -2.26 2.44
H20 4.89 -4.97 0.15
H21 3.64 -6.09 3.05
H22 2.56 -1.00 -0.64
C18 2.31 2.81 -5.40
C19 3.52 3.25 -4.99
C20 3.87 3.82 -3.64
O12 4.82 4.50 -3.34
C21 2.75 3.64 -2.68
C22 1.64 3.00 -3.02
C23 1.24 2.62 -4.41
O13 0.09 2.16 -4.69
O14 0.79 2.61 -2.10
O15 4.52 3.55 -5.88
H23 2.06 2.61 -6.43
H24 2.93 3.95 -1.66
H25 0.08 2.19 -2.60
H26 5.32 3.74 -5.38
C24 5.48 1.27 1.58
C25 5.46 1.50 2.91
C26 4.19 1.88 3.61
O16 4.07 2.13 4.82
C27 3.05 2.14 2.74
C28 3.15 1.99 1.41
C29 4.35 1.51 0.65
O17 4.36 1.44 -0.56
O18 1.96 1.88 0.74
O19 6.61 1.56 3.67
H27 6.43 1.07 1.10
H28 2.06 2.31 3.13
H29 2.30 1.66 -0.12
H30 6.23 1.57 4.55
C30 3.86 -0.19 -5.84
C31 3.84 0.02 -4.52
C32 2.72 -0.47 -3.62
O20 2.77 -0.43 -2.39
C33 1.72 -1.07 -4.43
C34 1.75 -1.24 -5.79
C35 2.83 -0.68 -6.65
O21 2.75 -0.61 -7.91
O22 0.71 -1.88 -6.54
O23 4.86 0.55 -3.74
H31 4.78 0.04 -6.35
H32 0.92 -1.55 -3.88
H33 0.99 -1.79 -7.45
H34 4.66 0.48 -2.80
C36 -1.39 -5.78 1.02
C37 -0.72 -6.97 1.08
C38 0.42 -7.33 0.12
O24 0.93 -8.43 0.08
C39 0.84 -6.21 -0.67
C40 0.16 -5.07 -0.71
C41 -1.02 -4.69 0.12
O25 -1.62 -3.63 0.00
O26 0.66 -3.99 -1.44
O27 -1.15 -7.98 1.86
H35 -2.24 -5.71 1.68
H36 1.74 -6.33 -1.26
H37 0.03 -3.27 -1.38
H38 -0.88 -8.82 1.47
C42 -0.90 5.00 2.68
C43 -0.39 6.02 3.48
C44 0.83 6.87 3.14
O28 1.29 7.77 3.81
C45 1.41 6.47 1.88
C46 0.95 5.48 1.10
C47 -0.28 4.64 1.42
O29 -0.66 3.64 0.78
O30 1.53 5.10 -0.05
O31 -1.08 6.37 4.61
H39 -1.82 4.55 3.01
H40 2.32 6.92 1.51
H41 1.09 4.26 -0.21
H42 -0.50 6.92 5.13
C48 -4.97 -3.66 1.24
C49 -5.98 -4.49 1.56
C50 -7.31 -4.46 0.93
O32 -8.26 -5.18 1.24
C51 -7.35 -3.52 -0.13
C52 -6.38 -2.68 -0.48
C53 -5.07 -2.64 0.21
O33 -4.28 -1.74 -0.03
O34 -6.53 -1.78 -1.53
O35 -5.79 -5.46 2.50
H43 -4.03 -3.77 1.76
H44 -8.32 -3.48 -0.61
H45 -5.71 -1.29 -1.48
H46 -6.57 -6.01 2.46

Q: The lowest molar mass belongs to which entry?
A: C50H120N2O23

Q: The highest spin multiplicity belongs to which entry?
A: C53H46N2O35

Q: Which of these has the lowest molar mass?
A: C50H120N2O23